<A>
{
  "formula": "C2H2BrFO",
  "method": "wB97M-V/def2-TZVPD",
  "species": ["C", "C", "O", "F", "Br", "H", "H"],
  "positions_angstrom": [[-1.2145, -0.3113, 0.0190], [-1.5199, 0.8483, 0.0303], [1.8372, -0.8789, 0.7638], [-1.7344, 2.1099, 0.2865], [2.3002, 0.5072, 0.0736], [-1.4052, -1.2486, -0.3746], [0.9087, 0.7660, -0.2523]],
  "mulliken_charge": [-0.33, 0.29, -0.63, -0.20, 0.38, 0.30, 0.18],
  "orbital_gap_ev": 9.1,
  "lumo_ev": 0.2383
}


<B>
{
  "formula": "C2H2BrFO",
  "method": "wB97M-V/def2-TZVPD",
  "species": ["C", "C", "O", "F", "Br", "H", "H"],
  "positions_angstrom": [[-0.3732, 0.0154, -0.6374], [0.0413, -0.6853, 0.5577], [0.0233, -0.3933, -1.7116], [-0.4816, -0.3399, 1.7123], [1.4780, 2.3558, 0.0052], [-1.2875, 0.5900, -0.3543], [0.5997, -1.5427, 0.4280]],
  "mulliken_charge": [-0.01, 0.23, -0.45, -0.12, -0.32, 0.35, 0.33],
  "orbital_gap_ev": [5.4, 5.4],
  "lumo_ev": [-4.0456, -4.0528]
}


Most stable: <B>. Least stable: <A>.


<A>
{
  "formula": "C3H15NO4",
  "method": "wB97M-V/def2-TZVPD",
  "species": ["C", "C", "C", "N", "H", "H", "H", "H", "H", "H", "H", "H", "H", "O", "H", "H", "O", "H", "H", "O", "H", "H", "O"],
  "positions_angstrom": [[-1.2741, 2.2812, -1.0150], [-1.8932, 0.8677, -0.7019], [-1.9361, 0.2437, 1.7805], [-1.4718, 0.2504, 0.6000], [-2.1214, 3.0518, -1.1130], [-0.6976, 2.7734, -0.2649], [-0.7212, 2.2862, -1.8527], [-1.5103, 0.0794, -1.4063], [-3.0146, 0.9183, -0.7889], [-3.0293, 0.6251, 1.9878], [-1.5354, -0.1282, 2.6716], [1.3118, 0.0935, 1.4470], [2.4159, -0.6816, 0.7494], [2.1122, -0.5277, 1.6867], [0.4539, -1.8632, -1.0476], [1.6325, -2.5483, -0.5636], [1.3805, -1.7948, -1.2262], [0.3478, -1.7452, 0.8709], [1.4879, -2.5445, 1.6989], [0.5789, -2.6397, 1.0603], [2.1901, -0.2717, -1.3545], [2.6895, 0.7519, -2.0163], [2.6042, 0.5224, -1.2020]],
  "mulliken_charge": [-1.10, -0.24, -0.09, 0.06, 0.33, 0.42, 0.34, 0.26, 0.39, 0.28, 0.36, 0.29, 0.38, -0.64, 0.29, 0.43, -0.74, 0.21, 0.45, -0.71, 0.34, 0.28, -0.57],
  "s2": 0.76,
  "orbital_gap_ev": [8.7, 5.3],
  "charge": 1,
  "lumo_ev": [-5.6718, -9.0716],
  "spin_multiplicity": 2
}


<B>
{
  "formula": "C3H15NO4",
  "method": "wB97M-V/def2-TZVPD",
  "species": ["C", "C", "C", "N", "H", "H", "H", "H", "H", "H", "H", "H", "H", "O", "H", "H", "O", "H", "H", "O", "H", "H", "O"],
  "positions_angstrom": [[1.7073, 1.4088, -0.5331], [0.7323, 1.5877, 0.5457], [-0.5661, 1.0979, 0.5268], [-1.4008, 1.2465, 1.5425], [1.2057, 1.0132, -1.4122], [2.0734, 2.3976, -0.8419], [2.5584, 0.7844, -0.2665], [1.0861, 2.0182, 1.4712], [-0.9901, 0.4988, -0.2706], [-2.3821, 1.1531, 1.2628], [-1.2730, 1.9942, 2.2192], [-0.9978, -2.3342, 1.2911], [-1.2682, -0.9500, 1.8532], [-0.8502, -1.7879, 2.0863], [-0.7205, -0.4984, -3.7101], [-1.3828, 0.8221, -3.3618], [-1.2283, -0.0611, -3.0111], [0.8009, -1.4972, 1.3765], [2.3768, -1.7521, 1.3008], [1.5691, -1.6704, 0.7901], [-0.8153, -1.4188, -1.4373], [0.3586, -1.9626, -0.6406], [-0.5933, -2.0897, -0.7811]],
  "mulliken_charge": [-1.01, -0.17, 0.09, -0.36, 0.24, 0.43, 0.29, 0.35, 0.56, 0.31, 0.25, 0.37, 0.33, -0.71, 0.32, 0.31, -0.64, 0.35, 0.30, -0.66, 0.25, 0.40, -0.60],
  "s2": 0.76,
  "orbital_gap_ev": [10.7, 7.2],
  "charge": 1,
  "lumo_ev": [-3.7883, -7.3141],
  "spin_multiplicity": 2
}


Most stable: <B>. Least stable: <A>.


<A>
{
  "formula": "C3H10OS2",
  "method": "wB97M-V/def2-TZVPD",
  "species": ["C", "S", "S", "H", "H", "H", "H", "C", "O", "C", "H", "H", "H", "H", "H", "H"],
  "positions_angstrom": [[-1.4258, 0.6064, 1.8622], [-1.4116, -1.0010, 2.6736], [-2.0606, -2.2844, 1.0818], [-2.4680, 1.1505, 1.8813], [-1.3105, 0.3778, 0.7164], [-0.5298, 1.1021, 2.1930], [-2.3885, -1.2205, 0.2181], [0.7810, 0.0216, -0.8703], [0.9744, 1.2543, -0.0754], [2.0059, -0.3592, -1.7545], [0.5705, -0.7317, 0.0111], [-0.1530, 0.1354, -1.4136], [0.5817, 2.0547, -0.4798], [2.8704, 0.1913, -1.2774], [2.2452, -1.4338, -1.9541], [1.7187, 0.1368, -2.8125]],
  "mulliken_charge": [-0.39, -0.03, -0.21, 0.32, -0.18, 0.29, 0.15, 0.00, -0.54, -0.89, 0.13, 0.30, 0.28, 0.26, 0.31, 0.20],
  "orbital_gap_ev": 8.5,
  "lumo_ev": 0.3643,
  "smiles": "CCO.CSS"
}


<B>
{
  "formula": "C3H10OS2",
  "method": "wB97M-V/def2-TZVPD",
  "species": ["O", "H", "H", "S", "S", "C", "C", "C", "H", "H", "H", "H", "H", "H", "H", "H"],
  "positions_angstrom": [[-0.4929, 4.1339, -1.0043], [0.4212, 3.8018, -0.8547], [-0.5397, 4.3038, -1.9724], [0.2434, -1.7773, -2.5056], [1.0069, -0.3517, 2.8608], [-0.6018, -1.4138, -0.9359], [-0.2139, -0.7882, 1.6167], [0.3918, -1.1837, 0.3006], [1.0751, -0.7264, -2.3433], [0.8400, 0.9593, 2.5853], [-1.2171, -2.2623, -0.5796], [-1.2449, -0.5128, -0.9463], [-0.9328, 0.0385, 1.4576], [-0.7830, -1.6624, 1.9872], [0.9528, -2.1281, 0.4384], [1.0949, -0.4307, -0.1045]],
  "mulliken_charge": [-0.65, 0.32, 0.33, -0.20, -0.20, -0.60, -0.74, -0.45, 0.10, 0.12, 0.32, 0.34, 0.36, 0.30, 0.26, 0.38],
  "orbital_gap_ev": 9.4,
  "lumo_ev": 0.3732,
  "smiles": "SCCCS.O"
}


Most stable: <B>. Least stable: <A>.


<A>
{
  "formula": "C6H14NS",
  "method": "wB97M-V/def2-TZVPD",
  "species": ["C", "C", "C", "N", "H", "H", "H", "H", "H", "H", "H", "C", "C", "C", "S", "H", "H", "H", "H", "H", "H", "H"],
  "positions_angstrom": [[-2.0537, -0.2192, 3.3402], [-1.8226, 0.7046, 2.1789], [-0.6106, 1.0002, 1.7025], [-0.2996, 1.8970, 0.6980], [-1.1237, -0.4054, 3.8731], [-2.7801, 0.1975, 4.0398], [-2.4479, -1.1950, 3.0309], [-2.7013, 1.1292, 1.7014], [0.2722, 0.5442, 2.1433], [0.4889, 1.5766, 0.1093], [-1.0993, 2.1793, 0.1446], [0.2798, -0.3296, -2.8446], [1.5775, -1.0597, -2.5218], [2.0239, -0.8675, -1.0673], [2.5255, 0.8404, -0.6561], [-0.5700, -0.8524, -2.3999], [0.0945, -0.2461, -3.9146], [0.3181, 0.6594, -2.3855], [1.4780, -2.1396, -2.7162], [2.3866, -0.6960, -3.1627], [2.8608, -1.5453, -0.8851], [1.2028, -1.1725, -0.4079]],
  "mulliken_charge": [-1.06, -0.09, -0.14, -0.51, 0.32, 0.29, 0.23, 0.26, 0.29, -0.02, 0.24, -0.99, -0.41, -0.67, -0.65, 0.26, 0.33, 0.25, 0.29, 0.27, 0.26, 0.25],
  "orbital_gap_ev": 6.5,
  "charge": -1,
  "lumo_ev": 3.7124
}


<B>
{
  "formula": "C6H14NS",
  "method": "wB97M-V/def2-TZVPD",
  "species": ["C", "C", "S", "C", "N", "C", "C", "C", "H", "H", "H", "H", "H", "H", "H", "H", "H", "H", "H", "H", "H", "H"],
  "positions_angstrom": [[-0.2529, -1.7785, -0.5742], [-1.6239, -1.8497, 0.0598], [-1.7796, -2.7680, 1.5655], [0.6785, -1.2073, 0.4869], [0.8951, 0.3079, -0.3786], [-0.3185, 2.7692, -2.2540], [0.4684, 0.2134, 0.9606], [1.3902, 0.6826, 2.0702], [-0.3686, -1.0867, -1.4304], [0.1236, -2.7381, -0.9398], [-1.9655, -0.7953, 0.0807], [-2.4000, -2.3538, -0.5031], [1.6866, -1.6095, 0.3531], [0.3508, -1.7590, 1.3871], [-1.2346, 3.0053, -1.6920], [-0.4858, 2.2711, -3.1948], [0.1631, 3.7358, -2.5291], [0.3145, 2.1451, -1.6002], [-0.5939, 0.2592, 1.2404], [1.1585, 1.7514, 2.2516], [1.4414, 0.0970, 3.0236], [2.3527, 0.7076, 1.6168]],
  "mulliken_charge": [-0.39, -0.92, -0.61, -1.07, -0.81, -0.76, 0.93, -1.50, 0.28, 0.28, 0.28, 0.33, 0.44, 0.42, 0.21, 0.23, 0.29, 0.09, 0.25, 0.33, 0.30, 0.43],
  "orbital_gap_ev": 6.4,
  "charge": -1,
  "lumo_ev": 3.6042
}


Most stable: <A>. Least stable: <B>.


<A>
{
  "formula": "H11O5",
  "method": "wB97M-V/def2-TZVPD",
  "species": ["O", "H", "H", "O", "H", "H", "O", "H", "H", "O", "H", "H", "O", "H", "H", "H"],
  "positions_angstrom": [[0.3711, -0.5161, 1.8688], [-0.2626, -1.2753, 1.9839], [0.1292, 0.0871, 2.5824], [0.9243, -1.8805, -2.6638], [1.5884, -2.4524, -2.2869], [0.8012, -2.0453, -3.6046], [1.0036, 1.9804, 3.1219], [1.6118, 2.7099, 3.2060], [0.1464, 2.4344, 3.2889], [-1.9724, 0.8639, -1.7669], [-2.2357, 1.7870, -1.7523], [-2.7407, 0.2854, -1.8289], [-0.1646, -0.5273, -0.5477], [-0.0073, -0.5573, 0.5307], [0.5530, -0.3164, -1.1777], [-0.9211, 0.0355, -0.9195]],
  "mulliken_charge": [-0.97, 0.59, 0.34, -0.86, 0.36, 0.35, -1.01, 0.38, 0.40, -1.51, 0.52, 0.50, -0.79, 0.77, 0.52, 0.41],
  "s2": 0.75,
  "orbital_gap_ev": [3.3, 12.2],
  "lumo_ev": [0.6046, 0.4818],
  "spin_multiplicity": 2
}


<B>
{
  "formula": "H11O5",
  "method": "wB97M-V/def2-TZVPD",
  "species": ["O", "H", "H", "O", "H", "H", "O", "H", "H", "O", "H", "H", "O", "H", "H", "H"],
  "positions_angstrom": [[2.2914, -1.2871, -1.6884], [2.6630, -1.8889, -2.3523], [2.9600, -1.1712, -0.9844], [-1.0656, -1.1081, 1.1448], [-1.6723, -1.7210, 1.5809], [-0.9021, -0.2975, 1.6945], [-0.9114, 1.9941, -1.4113], [-0.5013, 2.7917, -1.0605], [-1.3976, 2.2738, -2.1943], [-0.3464, 0.9626, 2.6940], [0.0172, 0.6499, 3.5313], [-0.8697, 1.7349, 2.9386], [-0.0643, -0.8067, -1.0304], [0.8544, -1.1673, -1.3050], [-0.7324, -1.0417, -0.2143], [-0.3229, 0.0825, -1.3432]],
  "mulliken_charge": [-1.25, 0.38, 0.61, -1.11, 0.49, 0.53, -1.16, 0.49, 0.39, -1.18, 0.43, 0.48, -0.80, 0.67, 0.58, 0.45],
  "s2": 0.75,
  "orbital_gap_ev": [2.8, 12.6],
  "lumo_ev": [0.4507, 0.5030],
  "spin_multiplicity": 2
}


Most stable: <B>. Least stable: <A>.


<A>
{
  "formula": "F6H28O14P",
  "method": "wB97M-V/def2-TZVPD",
  "species": ["P", "F", "F", "F", "F", "F", "F", "O", "H", "H", "O", "H", "H", "O", "H", "H", "O", "H", "H", "O", "H", "H", "O", "H", "H", "O", "H", "H", "O", "H", "H", "O", "H", "H", "O", "H", "H", "O", "H", "H", "O", "H", "H", "O", "H", "H", "O", "H", "H"],
  "positions_angstrom": [[-0.2549, 0.4270, 1.9935], [0.5486, -0.9746, 2.4689], [-1.6262, -0.2418, 2.3386], [-0.2153, 0.9072, 3.5465], [-1.0713, 1.7829, 1.6206], [1.1637, 1.0961, 1.6336], [-0.3555, -0.0296, 0.4251], [-0.4869, -2.7120, -1.6193], [0.3511, -2.2391, -1.3253], [-1.1866, -2.4458, -0.9845], [4.4430, -0.4112, -0.4428], [5.1069, -0.6811, 0.2643], [4.1908, 0.4912, -0.1097], [1.7750, -1.8408, -0.4888], [1.3259, -1.7470, 0.3416], [2.5945, -1.3074, -0.4232], [-3.4384, -2.7815, -3.4816], [-2.6903, -2.6625, -4.0328], [-3.1980, -2.4187, -2.6121], [-0.1324, 4.7073, -1.2372], [-0.7151, 3.9860, -1.5881], [0.0234, 4.3536, -0.3378], [3.1815, -1.8078, 2.5088], [2.3464, -1.6295, 2.0612], [2.9193, -2.5503, 3.0673], [3.8041, 0.6501, 3.6095], [3.1173, 1.3646, 3.5113], [3.3220, -0.1838, 3.3673], [-1.8991, 2.6958, -2.2158], [-2.5941, 2.3399, -1.6728], [-1.4548, 1.8710, -2.3687], [5.9296, -1.2146, 1.8116], [6.0571, -0.5134, 2.4650], [5.0805, -1.6700, 2.0224], [-3.8969, 2.3841, 2.1492], [-3.1675, 1.9828, 2.6553], [-4.7260, 2.3261, 2.6544], [-0.3498, 0.1379, -2.7127], [0.3114, 0.5364, -2.1247], [-0.9783, -0.4506, -2.2658], [-3.8977, 2.0016, -0.6777], [-3.7435, 2.0359, 0.2768], [-4.2552, 2.8641, -0.8589], [-3.2503, -1.2788, -0.5993], [-3.5000, -0.4594, -0.9562], [-2.9944, -1.1361, 0.2850], [-0.6886, -2.0156, -4.2437], [-0.3180, -1.1682, -4.3371], [-0.5071, -2.3707, -3.3612]],
  "mulliken_charge": [1.49, -0.48, -0.37, -0.35, -0.40, -0.38, -0.41, -0.68, 0.51, 0.28, -0.73, 0.39, 0.32, -0.75, 0.27, 0.39, -0.69, 0.38, 0.31, -0.67, 0.41, 0.31, -0.58, 0.33, 0.22, -0.67, 0.32, 0.36, -0.76, 0.44, 0.41, -0.73, 0.33, 0.38, -0.66, 0.33, 0.27, -0.71, 0.32, 0.35, -0.72, 0.38, 0.30, -0.59, 0.32, 0.26, -0.73, 0.28, 0.41],
  "orbital_gap_ev": 10.4,
  "charge": -1,
  "lumo_ev": 2.2742
}


<B>
{
  "formula": "F6H28O14P",
  "method": "wB97M-V/def2-TZVPD",
  "species": ["P", "F", "F", "F", "F", "F", "F", "O", "H", "H", "O", "H", "H", "O", "H", "H", "O", "H", "H", "O", "H", "H", "O", "H", "H", "O", "H", "H", "O", "H", "H", "O", "H", "H", "O", "H", "H", "O", "H", "H", "O", "H", "H", "O", "H", "H", "O", "H", "H"],
  "positions_angstrom": [[0.3140, -0.2682, -0.4442], [0.3257, -1.2303, 0.8714], [0.6206, 0.9717, 0.5825], [1.8988, -0.5096, -0.6679], [0.2415, 0.8545, -1.6929], [0.0940, -1.5979, -1.4113], [-1.2980, -0.0258, -0.2009], [2.1710, -5.7071, -0.6447], [2.3615, -6.2807, -1.3869], [1.9248, -4.8724, -1.0434], [4.2667, 2.1991, 2.7731], [3.8201, 2.3964, 3.5964], [3.5599, 2.0900, 2.1369], [-2.6611, -5.2465, -1.1718], [-1.9291, -4.6499, -1.0149], [-2.7326, -5.2930, -2.1252], [2.9052, 4.9077, -2.5447], [2.6442, 4.0968, -2.1081], [2.1119, 5.4432, -2.5507], [-0.7326, 5.4436, 1.9618], [-0.0247, 6.0787, 2.0699], [-0.3556, 4.7550, 1.4142], [5.5509, -3.4595, 1.9024], [5.5634, -3.8977, 1.0515], [4.6221, -3.3918, 2.1239], [0.6829, -0.1650, -6.4599], [1.0787, 0.0392, -5.6126], [-0.0440, 0.4526, -6.5403], [5.3892, -2.3762, -3.1690], [5.7936, -3.1437, -2.7646], [4.8745, -1.9782, -2.4669], [-6.1647, 0.9494, -2.3614], [-5.8533, 0.0637, -2.5482], [-5.7835, 1.1632, -1.5098], [-5.5455, -0.6167, 2.3315], [-4.7845, -0.9072, 2.8343], [-5.3737, 0.3069, 2.1483], [-4.7976, 3.4263, 1.7417], [-5.3034, 4.2362, 1.8081], [-3.9026, 3.6833, 1.9635], [-1.4273, 4.9469, -3.1202], [-2.3665, 4.9283, -3.3039], [-1.1501, 4.0337, -3.1945], [2.0868, -3.1182, 5.5633], [1.7921, -4.0162, 5.7149], [1.2881, -2.5926, 5.6089], [-2.1043, -0.9443, 4.2014], [-1.7166, -1.1694, 3.3557], [-1.9313, -0.0083, 4.3032]],
  "mulliken_charge": [1.26, -0.36, -0.40, -0.36, -0.40, -0.39, -0.36, -0.64, 0.32, 0.32, -0.64, 0.31, 0.34, -0.64, 0.34, 0.31, -0.65, 0.33, 0.32, -0.63, 0.31, 0.33, -0.63, 0.31, 0.33, -0.65, 0.33, 0.31, -0.64, 0.31, 0.33, -0.65, 0.32, 0.32, -0.65, 0.33, 0.31, -0.61, 0.30, 0.32, -0.63, 0.31, 0.33, -0.63, 0.31, 0.32, -0.68, 0.35, 0.32],
  "orbital_gap_ev": 11.3,
  "charge": -1,
  "lumo_ev": 2.0015
}


Most stable: <A>. Least stable: <B>.